No. 1
Entry from the Open Molecules 2025 dataset: 5 unconnected molecules or ions with the total composition C52H60ClIN3O23S (ωB97M-V/def2-TZVPD).

```
141
Properties=species:S:1:pos:R:3:lowdin_charge:R:1
C 1.46355 2.58956 1.21913 -0.12
O 0.20610 3.09362 0.68898 -0.23
C 0.37362 3.62283 -0.66390 -0.23
C 1.18556 2.63558 -1.65252 -0.18
C 0.41029 1.20410 -1.71341 -0.22
C 0.98253 0.24582 -2.91486 -0.18
C 1.11973 -1.31144 -2.41350 -0.23
C 0.69498 -2.36521 -3.52133 -0.20
C -0.47944 -3.38410 -3.31294 -0.14
C -1.04728 -3.86104 -1.91721 -0.15
C -2.19753 -2.85905 -1.28608 -0.58
Cl -2.12223 -1.06353 -1.64578 0.78
C -3.74044 -3.16072 -1.70978 -0.15
C -4.04281 -3.01048 -3.27885 -0.19
O -3.98862 -4.31091 -3.98419 -0.12
C -3.85727 -4.10369 -5.40078 -0.23
O -4.67340 -3.45932 -6.11179 0.05
C -1.74904 -3.06897 0.25843 -0.24
C -3.02742 -2.64684 1.12266 -0.05
C -1.21415 -4.62831 0.29582 -0.37
O -2.45329 -5.33047 0.13565 -0.01
C -2.51650 -6.62394 0.68804 -0.21
N -2.58562 -7.64575 1.34677 0.24
S -0.66889 -4.76877 2.05830 0.82
C 0.38812 -3.33761 2.68864 -0.12
O -1.82210 -4.77736 3.07261 -0.32
O 0.09206 -6.05745 2.38565 -0.33
N -0.20705 -4.62226 -0.86830 -0.11
C -0.02882 -6.08345 -1.31988 -0.09
C 0.96448 -6.32475 -2.53609 -0.16
C 2.19048 -7.36297 -2.24646 -0.14
C 2.76185 -7.88401 -3.69000 -0.13
N 3.53692 -6.70153 -4.23485 -0.19
C 4.92529 -6.44372 -3.80899 -0.06
C 5.35449 -5.11376 -4.54835 -0.07
C 4.15640 -4.63350 -5.44155 -0.08
C 3.04848 -5.70198 -5.20078 -0.09
C 1.16251 -4.07097 -0.62970 -0.12
C 2.22910 -4.78648 0.27919 -0.69
O 2.47157 -5.96486 0.57690 -0.02
I 3.72196 -3.38840 1.16568 0.87
H 1.40994 2.59633 2.38195 0.08
H 2.33117 3.28176 0.89942 0.11
H 1.69383 1.51112 0.89877 0.08
H -0.69189 3.70787 -1.10109 0.13
H 0.85940 4.66384 -0.65988 0.11
H 1.11365 3.09367 -2.70801 0.12
H 2.30055 2.53843 -1.41179 0.11
H 0.48393 0.68274 -0.69006 0.09
H -0.67514 1.44399 -2.00605 0.09
H 2.04593 0.66004 -3.13148 0.11
H 0.36724 0.34969 -3.87369 0.11
H 2.25706 -1.43603 -2.19911 0.12
H 0.60212 -1.35074 -1.39944 0.05
H 0.48760 -1.76061 -4.49473 0.13
H 1.65301 -2.97440 -3.79261 0.11
H -1.39349 -2.94028 -3.88653 0.12
H -0.24554 -4.33311 -3.94787 0.12
H -1.79622 -4.68752 -2.27580 0.17
H -4.11491 -4.19596 -1.40060 0.14
H -4.45374 -2.40381 -1.19363 0.13
H -3.41958 -2.22485 -3.82790 0.11
H -5.14766 -2.66365 -3.38166 0.15
H -2.94632 -4.61711 -5.90674 0.16
H -0.97950 -2.23505 0.39831 0.13
H -3.76823 -3.48936 1.36248 0.12
H -2.63568 -2.27878 2.15417 0.07
H -3.58881 -1.75316 0.67520 0.09
H 0.54575 -2.50890 1.92294 0.05
H -0.09886 -2.83181 3.61508 0.10
H 1.35426 -3.82231 3.08263 0.06
H 0.22462 -6.66654 -0.34297 0.15
H -1.04250 -6.57148 -1.61688 0.16
H 1.42329 -5.40258 -3.03247 0.09
H 0.36432 -6.84690 -3.38759 0.13
H 3.05496 -6.75197 -1.79882 0.10
H 1.84123 -8.23653 -1.59665 0.13
H 3.54894 -8.71119 -3.50365 0.14
H 1.93415 -8.22299 -4.40167 0.13
H 5.55601 -7.08154 -3.08781 0.12
H 6.35849 -4.55699 -4.48225 0.09
H 4.02364 -3.73183 -6.12455 0.08
H 1.99066 -5.77513 -5.63604 0.11
H 1.75872 -3.83815 -1.60199 0.16
H 0.99071 -3.01745 -0.16620 0.11
C -1.27843 7.07887 -0.59992 0.07
C -2.22590 7.94434 -0.23238 -0.21
C -3.06549 8.65061 -1.24221 -0.31
O -3.93451 9.42030 -0.87131 0.12
C -2.80140 8.38726 -2.66152 0.08
C -1.85146 7.52427 -3.02810 -0.22
C -1.03094 6.79797 -2.01809 -0.32
O -0.18140 6.00070 -2.38698 0.07
O -1.59418 7.27251 -4.34413 0.10
O -2.46423 8.21612 1.08146 0.10
H -0.66360 6.55790 0.12256 0.13
H -3.40535 8.91926 -3.38434 0.14
H -0.86934 6.61672 -4.34634 0.11
H -3.19359 8.86798 1.08388 0.12
C 1.80128 2.47580 7.39222 0.08
C 1.59666 1.90329 6.20446 -0.22
C 2.56589 2.07061 5.08421 -0.31
O 2.35601 1.51615 4.01548 0.07
C 3.74544 2.91020 5.31476 0.08
C 3.94905 3.48628 6.50207 -0.22
C 2.99403 3.29653 7.63069 -0.31
O 3.22017 3.82204 8.70645 0.13
O 5.03949 4.27074 6.72862 0.10
O 0.49017 1.13941 5.96781 0.09
H 1.10694 2.36047 8.21401 0.14
H 4.43159 3.03782 4.48815 0.14
H 4.95901 4.56614 7.65776 0.12
H 0.57470 0.84021 5.04125 0.11
C 2.18849 8.61525 -1.24858 0.08
C 3.21739 8.31474 -0.45394 -0.22
C 4.01110 9.37907 0.22397 -0.31
O 4.93333 9.06782 0.95852 0.11
C 3.64498 10.77700 -0.02998 0.08
C 2.61750 11.07707 -0.82801 -0.22
C 1.80742 10.01169 -1.48361 -0.31
O 0.86342 10.32029 -2.19254 0.11
O 2.26838 12.37195 -1.07446 0.10
O 3.58391 7.01981 -0.22892 0.09
H 1.60305 7.85228 -1.74495 0.12
H 4.23977 11.54021 0.45381 0.14
H 1.49899 12.32392 -1.67613 0.12
H 4.34959 7.06868 0.37766 0.12
C -5.30732 -2.56602 6.13968 0.09
C -4.18891 -2.60868 5.41197 -0.21
C -3.63177 -1.38343 4.77262 -0.30
O -2.59544 -1.45524 4.12737 0.06
C -4.36428 -0.12512 4.94179 0.08
C -5.48487 -0.08231 5.66694 -0.21
C -6.02766 -1.30239 6.32940 -0.31
O -7.04279 -1.22352 6.99879 0.13
O -6.17631 1.07958 5.82988 0.10
O -3.51090 -3.77636 5.22555 0.09
H -5.72118 -3.44769 6.61092 0.14
H -3.95848 0.75314 4.45746 0.14
H -6.94293 0.84937 6.39254 0.12
H -2.74040 -3.54623 4.66843 0.07
```

Results
HOMO	-0.38107	hartree
Kohn-Sham gap	6.93	eV
LUMO level	-3.441	eV
charge	+1

***

No. 2
Entry from the Open Molecules 2025 dataset: a molecular structure, C38H45N7SSeV (ωB97M-V/def2-TZVPD).

```
93
Properties=species:S:1:pos:R:3:lowdin_charge:R:1
V 0.31142 -0.79640 -0.25113 0.56
C -1.80670 -0.62194 3.54786 -0.02
C -0.31438 -0.45176 3.55790 -0.29
C 0.36587 -0.68388 4.75502 0.00
C 1.73036 -0.49321 4.81196 -0.03
C 2.37694 -0.02187 3.68318 -0.01
C 1.63196 0.19562 2.53007 -0.26
N 0.31702 -0.05402 2.45153 0.16
C 2.32444 0.68824 1.32037 -0.22
C 3.48246 1.45022 1.42156 0.02
C 4.21843 1.72218 0.28358 0.00
C 3.78227 1.21998 -0.92899 0.03
C 2.57560 0.54128 -0.98413 -0.21
N 1.84105 0.31814 0.12643 -0.08
C 1.95588 0.10273 -2.24407 -0.18
C 2.53887 0.28692 -3.48614 0.02
C 1.81432 -0.01275 -4.62527 -0.01
C 0.51212 -0.45564 -4.48413 0.01
C -0.01835 -0.65360 -3.21748 -0.25
C -1.42308 -1.13810 -3.05876 -0.01
N 0.71040 -0.41496 -2.11099 0.02
H -2.22184 -0.29534 4.50094 0.09
H -2.06793 -1.67389 3.41684 0.09
H -2.26695 -0.04884 2.75020 0.05
H -0.18337 -1.02290 5.62285 0.12
H 2.28308 -0.70262 5.71783 0.12
H 3.44645 0.12852 3.68594 0.12
H 3.80234 1.82752 2.38109 0.12
H 5.12568 2.30694 0.34249 0.12
H 4.36919 1.37286 -1.82124 0.12
H 3.54668 0.66306 -3.57042 0.11
H 2.25230 0.11298 -5.60554 0.12
H -0.09960 -0.65995 -5.35052 0.12
H -1.85036 -1.38545 -4.02746 0.09
H -2.03333 -0.36346 -2.59122 0.09
H -1.42590 -2.02313 -2.42665 0.04
C -6.16231 4.43337 -0.38094 -0.10
C -4.65111 4.64062 -0.29736 -0.25
C -3.86219 3.57074 -1.05735 -0.18
C -3.72657 2.24881 -0.29683 -0.15
N -2.97375 2.41108 0.93837 -0.01
C -1.63085 2.58632 1.00201 -0.67
Se -0.46537 2.32769 -0.39839 0.79
N -1.30924 2.91289 2.27686 0.00
C -0.00057 3.32594 2.75134 -0.15
C 0.03743 4.77164 3.25431 -0.18
C 0.07340 5.83507 2.15396 -0.24
C -1.24890 5.99386 1.40213 -0.09
C -2.45318 2.87696 3.05867 -0.16
C -2.64340 3.03210 4.42498 -0.01
C -3.93503 2.89935 4.90402 -0.07
C -5.00181 2.62482 4.04581 -0.07
C -4.81176 2.45159 2.68600 0.01
C -3.51554 2.57292 2.20535 -0.16
H -6.68248 5.14295 0.26220 0.08
H -6.44840 3.42635 -0.06937 0.06
H -6.51048 4.58356 -1.40329 0.08
H -4.33624 4.65786 0.74937 0.09
H -4.40688 5.61904 -0.71482 0.11
H -2.85689 3.93534 -1.27576 0.08
H -4.35213 3.36518 -2.01240 0.12
H -3.19211 1.52938 -0.91679 0.09
H -4.70289 1.83868 -0.04120 0.12
H 0.69112 3.20506 1.91827 0.08
H 0.30039 2.65325 3.55746 0.12
H 0.93649 4.86630 3.86782 0.12
H -0.81971 4.96197 3.90396 0.10
H 0.86970 5.59537 1.44351 0.11
H 0.32836 6.78872 2.62072 0.11
H -1.45090 5.13244 0.76475 0.04
H -1.21508 6.87475 0.76130 0.08
H -2.08018 6.11462 2.10056 0.08
H -1.81724 3.23426 5.09307 0.12
H -4.12168 3.00680 5.96377 0.11
H -5.99945 2.54353 4.45512 0.11
H -5.64655 2.23852 2.03247 0.11
C -0.59533 -6.89918 1.63542 -0.03
C -0.53179 -5.69526 0.75142 -0.32
C -1.43597 -5.50606 -0.29655 -0.01
C -1.32323 -4.33816 -1.01787 -0.12
N -0.40378 -3.40993 -0.75365 0.01
C 0.44200 -3.69469 0.24805 -0.79
S 1.64890 -2.49735 0.56197 0.74
N 0.41087 -4.79216 1.00147 0.11
H -0.50596 -7.81141 1.04445 0.09
H -1.55774 -6.93079 2.14863 0.09
H 0.20342 -6.86293 2.37056 0.08
H -2.19336 -6.24131 -0.52703 0.11
H -1.99200 -4.13871 -1.85004 0.11
C -1.63285 -0.99456 0.34686 -0.22
H -2.19591 -1.46828 -0.46033 0.00
H -2.17359 -0.09661 0.64536 -0.02
H -1.61859 -1.69611 1.18481 0.00
```

Results
expectation value of S²	2.04
HOMO (alpha / beta)	-0.36117 / -0.36881	hartree
2S+1	3
energy above the lowest of the compared OMol25 structures with the same formula, charge and spin	85.51	kJ/mol
Kohn-Sham gap (alpha / beta)	6.50 / 6.58	eV
LUMO level (alpha / beta)	-3.325 / -3.459	eV
charge	+1

***

No. 3
Entry from the Open Molecules 2025 dataset: 9 unconnected molecules or ions with the total composition C57H87F3N2O20 (ωB97M-V/def2-TZVPD).

```
169
Properties=species:S:1:pos:R:3:lowdin_charge:R:1
C 4.10022 -1.05634 3.59132 0.02
C 4.16581 -0.06969 2.67183 -0.08
C 3.45861 -0.14035 1.28812 -0.28
C 1.88580 -0.32966 1.28654 -0.08
C 1.23638 0.46209 2.49308 -0.18
C -0.32889 0.39996 2.47775 -0.20
C -0.98809 1.48807 1.52621 -0.18
C -2.25309 0.85831 0.79960 -0.19
C -3.43772 1.88679 0.60407 -0.20
C -3.87407 2.04018 -0.89740 -0.22
C -4.24210 0.69727 -1.61373 -0.21
C -5.67579 0.20388 -1.12388 -0.21
C -5.86837 -1.25500 -1.65539 -0.22
C -7.04071 -2.05472 -0.95255 -0.18
C -6.73480 -2.08428 0.58371 -0.16
N -7.46721 -3.10618 1.33980 -0.15
C -6.65805 -3.97718 2.03683 -0.10
C -7.53144 -4.87354 2.74942 -0.07
C -8.87655 -4.44184 2.38796 -0.09
C -8.82474 -3.31504 1.50422 -0.07
O 3.54959 1.26627 0.84702 0.04
C 3.60905 1.30994 -0.52499 -0.49
O 3.69510 2.23082 -1.24427 0.19
O 3.60590 -0.03183 -0.95985 0.04
C 4.25628 -0.79171 0.08647 -0.27
C 5.78478 -0.44278 0.05599 -0.11
N 6.29124 -0.01963 -1.26618 -0.08
C 6.24707 -1.08456 -2.28712 -0.11
C 3.91416 -2.32291 -0.08736 -0.05
O 4.93100 -3.17454 0.48527 0.03
C 5.10560 -4.33397 -0.21153 -0.65
F 6.05337 -4.16725 -1.16384 0.15
F 5.60212 -5.25146 0.67497 0.13
F 3.96210 -4.86731 -0.69719 0.16
H 4.10207 -0.76131 4.66528 0.07
H 4.05680 -2.14268 3.36598 0.07
H 4.74062 0.87123 2.90972 0.08
H 1.44865 -0.00337 0.31541 0.13
H 1.59536 -1.39951 1.43889 0.11
H 1.63316 1.50732 2.47243 0.13
H 1.56703 -0.08629 3.41072 0.10
H -0.73343 -0.61261 2.24947 0.09
H -0.65295 0.62164 3.53105 0.11
H -1.32271 2.37124 2.11205 0.10
H -0.23373 1.75539 0.74157 0.11
H -2.61023 -0.00632 1.40855 0.10
H -1.88969 0.48205 -0.18716 0.10
H -4.29283 1.69151 1.29982 0.11
H -3.02879 2.88610 0.91675 0.10
H -3.00695 2.49184 -1.44960 0.11
H -4.75024 2.73611 -0.92077 0.11
H -3.53577 -0.13085 -1.35351 0.10
H -4.30144 0.81521 -2.71975 0.11
H -5.64925 0.29262 -0.01319 0.09
H -6.48367 0.89985 -1.47113 0.12
H -6.08822 -1.16791 -2.75168 0.11
H -4.95083 -1.87873 -1.54412 0.11
H -7.06912 -3.09654 -1.36502 0.11
H -8.01605 -1.58489 -1.22196 0.11
H -5.63040 -2.21154 0.68875 0.12
H -6.96150 -1.06844 0.99172 0.12
H -5.55958 -3.95938 2.02518 0.09
H -7.20380 -5.67934 3.42202 0.08
H -9.80069 -4.89927 2.75933 0.05
H -9.61911 -2.71132 1.04801 0.09
H 6.45095 -1.24812 0.45136 0.14
H 5.92827 0.43597 0.73942 0.12
H 7.28960 0.16407 -1.13402 0.11
H 5.28620 -1.63536 -2.34528 0.07
H 6.36693 -0.57375 -3.27594 0.07
H 7.12365 -1.78451 -2.21251 0.09
H 3.72944 -2.48823 -1.17245 0.14
H 2.95633 -2.58747 0.42755 0.13
O -4.19569 -2.46318 2.96945 0.11
C -3.22736 -3.03183 3.38688 -0.47
C -3.22180 -4.16451 4.38609 -0.07
C -1.76480 -4.20055 4.82026 -0.16
C -1.04791 -3.68793 3.58666 -0.16
O -1.96011 -2.76038 2.97898 0.01
H -3.52044 -5.08525 3.88048 0.13
H -3.88771 -3.95290 5.21964 0.13
H -1.42377 -5.18554 5.13787 0.12
H -1.61298 -3.50803 5.65183 0.12
H -0.83250 -4.48444 2.86951 0.13
H -0.11794 -3.17597 3.83424 0.12
O -10.03780 -5.94650 4.66981 0.11
C -11.07739 -6.43772 4.32764 -0.47
C -11.95219 -7.33666 5.17203 -0.08
C -12.87475 -7.95402 4.13496 -0.16
C -12.94168 -6.87085 3.07775 -0.15
O -11.65770 -6.22307 3.11915 0.01
H -12.49878 -6.72457 5.89189 0.13
H -11.35756 -8.09033 5.68373 0.13
H -13.85272 -8.23397 4.52584 0.12
H -12.40972 -8.85142 3.71850 0.12
H -13.71336 -6.12795 3.29084 0.11
H -13.11328 -7.28110 2.08310 0.13
O 8.20394 6.59253 -1.96555 0.10
C 7.16334 6.07244 -2.26271 -0.50
C 6.33604 5.16409 -1.38151 -0.07
C 5.39152 4.51887 -2.38101 -0.15
C 5.26925 5.59102 -3.44485 -0.14
O 6.54125 6.26475 -3.45245 0.03
H 5.80052 5.77220 -0.64881 0.13
H 6.96260 4.42726 -0.88312 0.13
H 4.43678 4.22435 -1.95502 0.10
H 5.85944 3.62632 -2.80478 0.11
H 4.49355 6.31954 -3.21261 0.11
H 5.07226 5.16874 -4.43042 0.11
O 6.41051 1.50507 2.94224 0.10
C 6.39170 2.23362 3.89819 -0.45
C 7.51108 3.14119 4.34788 -0.07
C 7.09041 3.48777 5.76697 -0.16
C 5.57964 3.39863 5.68511 -0.15
O 5.31528 2.37827 4.70865 0.03
H 7.53498 4.02121 3.70221 0.14
H 8.46735 2.62334 4.32409 0.13
H 7.44643 4.45954 6.10743 0.12
H 7.46975 2.73031 6.45716 0.12
H 5.12519 4.33206 5.34400 0.13
H 5.13229 3.11696 6.63725 0.13
O 8.14200 0.74022 -3.73460 0.10
C 9.06786 0.06481 -4.08496 -0.47
C 9.30383 -0.45803 -5.47864 -0.07
C 10.35339 -1.53232 -5.24866 -0.16
C 11.08318 -1.01083 -4.02581 -0.16
O 10.08851 -0.30361 -3.26558 0.03
H 9.68251 0.35367 -6.10249 0.14
H 8.38936 -0.86968 -5.89959 0.12
H 11.00818 -1.69959 -6.10349 0.12
H 9.86266 -2.47957 -5.01137 0.12
H 11.88371 -0.31294 -4.28477 0.13
H 11.49989 -1.81584 -3.42158 0.12
O 6.13112 -0.05748 -8.10782 0.11
C 5.90536 0.89574 -7.41541 -0.48
C 4.84546 1.94403 -7.66040 -0.08
C 5.28129 3.06169 -6.72822 -0.16
C 5.98125 2.30158 -5.61863 -0.16
O 6.56251 1.15267 -6.25688 0.01
H 3.87196 1.53606 -7.38171 0.13
H 4.84335 2.26201 -8.70077 0.13
H 4.46020 3.68393 -6.37225 0.11
H 5.99603 3.70990 -7.24183 0.12
H 5.28690 1.95745 -4.84751 0.13
H 6.76469 2.89373 -5.14787 0.12
O 2.37197 9.09645 -3.98798 0.13
C 3.25544 9.36446 -3.22623 -0.48
C 3.35951 10.61559 -2.38491 -0.08
C 4.81678 10.59048 -1.95232 -0.16
C 5.12268 9.10582 -1.93275 -0.15
O 4.30446 8.53827 -2.96858 0.00
H 2.67992 10.52889 -1.53496 0.13
H 3.12676 11.50111 -2.97211 0.13
H 5.00128 11.08019 -0.99644 0.12
H 5.43179 11.08534 -2.70773 0.12
H 4.85390 8.63797 -0.98124 0.13
H 6.17194 8.90016 -2.14283 0.13
O -15.38725 -4.55113 2.02365 0.11
C -14.59321 -3.99967 1.31444 -0.48
C -14.88106 -3.41600 -0.04967 -0.08
C -13.48642 -3.22984 -0.61963 -0.16
C -12.65762 -3.00415 0.62655 -0.15
O -13.29510 -3.77742 1.65600 0.03
H -15.40207 -2.46475 0.07456 0.13
H -15.47356 -4.10218 -0.65092 0.13
H -13.40998 -2.41633 -1.34072 0.12
H -13.16686 -4.14965 -1.11572 0.12
H -12.64978 -1.95526 0.93519 0.13
H -11.63060 -3.34347 0.50198 0.11
```

Results
HOMO	-0.26942	hartree
Kohn-Sham gap	7.73	eV
LUMO level	0.398	eV